Formula: C30H25N2OP
Source: the Open Molecules 2025 dataset
Level of theory: the ωB97M-V functional and the def2-TZVPD basis

* total energy: -45830.0574 eV
* Kohn-Sham gap: 0.135 hartree
* energy above the lowest of the compared OMol25 structures with the same formula, charge and spin: 2.537 eV
* multiplicity: 1
* lowest unoccupied orbital energy: -2.27 eV

Last column: Mulliken charge in e.
Element x y z (Å)
C (-4.019, -1.026, -2.170)  0.148
O (-1.305, -1.143, -1.769)  -0.828
C (4.715, -0.191, 0.528)  0.369
C (-2.058, 2.592, -4.333)  -0.570
C (-2.200, 3.789, -3.626)  -0.388
H (4.195, 0.581, -2.571)  0.351
C (0.684, -1.231, 5.692)  -0.442
H (3.667, -0.939, 3.670)  0.440
C (-5.237, -0.332, -2.283)  -0.318
C (-2.467, 3.761, -2.253)  -0.532
H (-7.092, -2.668, -3.946)  0.360
H (7.473, -1.656, 1.752)  0.393
N (4.082, 0.546, -0.478)  0.174
H (-3.492, 0.714, 0.570)  0.477
C (1.342, 0.450, 1.845)  -0.943
C (2.799, 0.821, -0.129)  -1.116
C (5.608, -1.395, 2.816)  -0.908
H (1.662, -2.109, 2.544)  0.560
H (0.588, 1.081, 1.369)  0.513
H (0.142, 0.775, 6.317)  0.370
C (2.549, 0.307, 1.170)  1.181
C (4.733, 0.966, -1.699)  -0.876
H (6.655, -0.494, -0.335)  0.243
H (0.410, 1.738, 4.025)  0.425
H (5.982, -1.886, 3.716)  0.400
C (1.101, -2.052, 4.632)  -0.596
H (-2.964, -2.827, -2.725)  0.389
C (3.808, -0.339, 1.603)  0.833
C (-6.340, -0.925, -2.907)  -0.600
H (1.288, -3.119, 4.780)  0.415
C (-6.234, -2.204, -3.463)  -0.376
C (0.434, 0.135, 5.480)  -0.568
H (5.747, 0.568, -1.695)  0.252
H (-1.841, 2.605, -5.401)  0.369
P (-2.488, -0.290, -1.448)  1.221
C (0.612, 0.681, 4.216)  -0.390
N (-1.550, -1.110, 2.228)  -0.612
H (-2.577, 4.688, -1.691)  0.376
H (-5.327, 0.689, -1.903)  0.317
H (2.132, 1.397, -0.769)  0.560
C (-2.606, 0.142, 0.259)  -0.820
H (-4.909, -3.869, -3.842)  0.350
H (-7.284, -0.383, -2.966)  0.354
C (-5.015, -2.881, -3.393)  -0.462
C (6.027, -0.632, 0.543)  -0.992
H (-2.091, 4.742, -4.139)  0.367
C (6.462, -1.267, 1.711)  -0.630
C (1.109, -0.110, 3.152)  0.609
H (-2.063, 0.430, -4.222)  0.372
C (-2.428, 1.338, -2.294)  0.048
C (-1.979, -0.567, 1.271)  0.069
C (1.338, -1.492, 3.382)  -0.549
H (-2.752, 2.504, -0.509)  0.361
H (0.563, -1.664, 6.687)  0.377
C (-2.174, 1.367, -3.672)  -0.359
C (-2.570, 2.535, -1.586)  -0.296
C (-3.921, -2.301, -2.751)  -0.322
C (4.292, -0.902, 2.778)  0.105
H (4.783, 2.060, -1.769)  0.343


Formula: C30H25N5O2PTi
Source: the Open Molecules 2025 dataset
Level of theory: the ωB97M-V functional and the def2-TZVPD basis

* total energy: -75454.4339 eV
* expectation value of S²: 0.76
* Kohn-Sham gap (alpha / beta): 0.235 / 0.229 hartree
* multiplicity: 2
* net charge: +2
* lowest unoccupied orbital energy (alpha / beta): -6.59 / -6.77 eV

Last column: Mulliken charge in e.
Element x y z (Å)
H (-0.286, -4.041, 0.257)  0.375
C (-2.318, 0.638, 4.112)  -0.386
C (-4.975, -0.724, -4.235)  -0.766
C (1.174, 4.795, -0.563)  -0.931
C (3.172, 0.165, 1.094)  -0.429
C (-4.076, -2.672, -3.104)  -0.925
N (0.462, -1.004, 2.382)  -0.106
C (4.038, 1.520, -0.707)  -0.536
H (2.850, -6.750, 1.304)  0.415
N (0.750, 2.631, 0.367)  0.752
C (0.721, -4.218, 0.615)  -0.359
H (4.868, 1.462, 1.270)  0.480
H (1.587, 2.197, 2.194)  0.523
C (-3.097, -0.491, -2.728)  -0.045
H (-3.536, 2.239, 3.292)  0.475
H (2.458, 6.076, 0.597)  0.480
O (-1.311, -0.296, -1.153)  -0.255
P (0.866, -1.528, 0.774)  0.792
C (-4.996, -2.073, -3.980)  -0.269
C (1.493, 2.954, 1.427)  -0.224
C (2.193, -0.357, 0.251)  0.269
O (-4.052, 1.391, -3.932)  -0.625
Ti (-0.073, 0.723, -0.162)  -0.445
N (-0.947, 2.028, -1.459)  0.829
C (3.061, 1.025, -1.560)  -1.018
C (2.485, -5.736, 1.204)  -0.516
H (3.202, -0.143, 2.133)  0.463
C (4.096, 1.082, 0.612)  -0.949
H (-5.678, -0.262, -4.915)  0.467
H (-2.425, -2.315, -1.808)  0.663
H (4.761, 2.238, -1.072)  0.485
C (2.864, -3.369, 1.385)  -0.314
C (2.109, 4.191, 1.556)  -0.999
H (2.684, 4.408, 2.445)  0.483
C (-1.286, -0.232, 3.874)  -0.995
C (-0.645, -0.190, 2.635)  0.482
C (3.320, -4.668, 1.519)  -0.725
C (-4.022, 0.089, -3.618)  0.540
C (1.973, 5.111, 0.537)  -0.476
H (1.007, 5.507, -1.361)  0.543
H (0.550, -6.349, 0.502)  0.438
H (0.705, -1.618, 3.148)  0.330
H (1.453, -0.374, -1.793)  0.730
C (-2.081, 1.516, 1.929)  -0.236
H (3.527, -2.545, 1.613)  0.273
N (-1.943, 1.575, -2.299)  -1.447
N (-1.047, 0.664, 1.675)  0.747
C (1.557, -3.147, 0.941)  0.773
C (-2.726, 1.544, 3.127)  -1.034
H (-0.736, 3.834, -2.431)  0.440
H (-2.822, 0.616, 5.071)  0.437
C (-3.144, -1.883, -2.490)  -0.466
H (3.021, 1.343, -2.594)  0.530
C (2.145, 0.093, -1.088)  -0.040
C (1.191, -5.515, 0.753)  -0.791
H (-3.308, 1.843, -3.498)  0.550
H (-4.105, -3.736, -2.922)  0.437
C (0.559, 3.570, -0.584)  0.658
H (-0.962, -0.942, 4.623)  0.462
H (-5.740, -2.687, -4.472)  0.398
C (-0.433, 3.179, -1.619)  -0.489
H (4.329, -4.854, 1.862)  0.444
C (-2.108, 0.293, -2.051)  1.152
H (-2.356, 2.179, 1.120)  0.482


Formula: C30H25P2S2V
Source: the Open Molecules 2025 dataset
Level of theory: the ωB97M-V functional and the def2-TZVPD basis

* total energy: -97437.9311 eV
* Kohn-Sham gap (alpha / beta): 0.258 / 0.258 hartree
* energy above the lowest of the compared OMol25 structures with the same formula, charge and spin: 0.019 eV
* multiplicity: 1
* net charge: +2
* lowest unoccupied orbital energy (alpha / beta): -7.83 / -7.83 eV

Last column: Mulliken charge in e.
Element x y z (Å)
C (-0.749, -4.116, -2.298)  -0.571
V (0.586, 2.509, -0.500)  -0.796
C (-5.372, 1.221, -0.288)  -0.492
C (-4.405, 1.636, 0.619)  -0.840
H (3.330, -0.105, -1.585)  0.344
C (2.776, -0.686, 4.436)  -0.777
C (-1.546, -3.728, -1.227)  -0.754
C (-1.620, -2.393, -0.870)  -0.640
H (-3.409, -0.371, -2.539)  0.469
C (-0.013, -3.178, -3.010)  -0.723
H (-4.694, 2.181, 1.508)  0.454
P (-1.010, 0.258, -1.116)  2.172
S (-0.189, 1.552, -2.480)  -0.531
C (1.792, -2.436, 0.372)  -0.400
C (-0.787, 4.244, -0.567)  -0.602
H (0.501, -1.105, -3.210)  0.356
C (-3.685, 0.198, -1.659)  -0.470
H (-0.288, 0.530, 5.244)  0.453
C (1.590, 0.028, 2.477)  0.486
S (2.667, 1.930, 0.152)  -0.504
C (-0.011, 4.345, 0.606)  -0.401
H (-0.368, 4.263, 1.621)  0.559
C (2.182, -1.184, -0.112)  0.536
H (3.573, -0.832, 2.453)  0.447
H (0.597, -3.486, -3.848)  0.484
H (2.171, 4.704, 0.874)  0.649
C (1.334, 4.576, 0.208)  -0.655
C (0.502, 0.417, 3.257)  -0.256
H (1.969, -4.551, 0.117)  0.489
C (-0.877, -1.452, -1.588)  0.769
H (-2.264, -2.085, -0.055)  0.499
C (1.377, 4.644, -1.206)  -0.068
C (2.731, -0.526, 3.062)  -0.469
H (-0.229, 4.421, -2.721)  0.655
C (-3.070, 1.344, 0.388)  -0.365
H (4.171, -2.152, -2.669)  0.456
H (2.260, 4.805, -1.805)  0.479
C (2.258, -3.578, -0.255)  -0.812
C (-5.014, 0.505, -1.425)  -0.748
C (-2.712, 0.623, -0.751)  0.592
H (1.146, -2.518, 1.238)  0.519
H (-1.849, 4.048, -0.616)  0.569
H (-2.123, -4.464, -0.684)  0.468
C (0.554, 0.242, 4.630)  -0.828
C (0.018, 0.875, 0.172)  -0.152
H (-2.314, 1.661, 1.096)  0.325
C (-0.069, -1.840, -2.654)  -0.382
H (3.492, -4.369, -1.819)  0.473
H (-6.413, 1.453, -0.106)  0.424
C (3.115, -3.472, -1.346)  -0.526
C (3.498, -2.227, -1.826)  -0.833
P (1.574, 0.269, 0.719)  1.844
C (3.027, -1.076, -1.215)  -0.479
C (1.689, -0.304, 5.215)  -0.487
H (3.655, -1.111, 4.900)  0.436
H (-0.380, 0.843, 2.794)  0.440
H (-5.772, 0.183, -2.125)  0.435
H (1.728, -0.436, 6.288)  0.419
C (0.077, 4.432, -1.687)  -0.604
H (-0.710, -5.158, -2.586)  0.466


Formula: C30H26AgF7N4O4S2
Source: the Open Molecules 2025 dataset
Level of theory: the ωB97M-V functional and the def2-TZVPD basis

* total energy: -90374.9185 eV
* Kohn-Sham gap: 0.204 hartree
* energy above the lowest of the compared OMol25 structures with the same formula, charge and spin: 0.629 eV
* multiplicity: 1
* net charge: -2
* lowest unoccupied orbital energy: 3.97 eV

Last column: Mulliken charge in e.
Element x y z (Å)
C (4.633, -3.167, 0.072)  0.545
N (1.046, 2.395, 0.203)  0.414
N (-0.374, 0.795, -0.787)  -0.091
H (2.173, 5.675, 4.191)  0.381
O (-1.299, -3.670, -4.602)  -0.695
H (-2.569, -2.886, 1.888)  0.263
C (-0.150, 2.690, -3.941)  -0.776
H (2.643, -0.495, -0.276)  0.177
N (-1.865, -3.629, -2.102)  -0.164
C (-0.591, 2.266, -2.692)  1.463
H (-2.146, 2.121, 4.803)  0.360
F (5.961, -3.488, 0.223)  -0.378
F (-3.738, -1.656, -2.758)  -0.234
H (-0.103, 1.877, 2.174)  -0.180
F (-2.232, -4.979, 0.544)  -0.225
H (-1.870, 2.777, 3.184)  0.280
H (5.028, -1.068, -0.006)  0.402
C (-2.941, -1.789, -3.812)  0.643
H (-2.509, 2.077, -1.756)  0.308
C (-1.504, -1.068, 1.514)  -1.570
H (0.843, 6.471, 2.248)  0.379
C (1.617, 1.069, -3.904)  -0.908
C (1.208, 5.452, 2.284)  -0.671
S (-1.451, -2.858, -3.425)  0.785
H (1.275, 2.442, -5.528)  0.351
C (2.349, -3.829, -0.125)  0.188
C (2.149, 2.806, 2.353)  1.181
H (-0.525, 2.124, 4.119)  0.270
C (1.362, 3.255, 1.278)  -0.316
C (2.756, 1.430, 2.361)  -1.202
C (2.405, 3.699, 3.392)  -0.658
H (2.458, 0.580, -4.380)  0.414
H (-3.148, 0.049, 4.930)  0.249
C (1.946, 5.006, 3.370)  -0.634
C (2.911, -1.546, -0.189)  1.321
O (-1.712, -6.164, -2.072)  -0.678
C (-3.216, -4.980, -0.351)  0.678
H (-0.691, 3.483, -4.449)  0.321
F (-2.532, -0.570, -4.180)  -0.245
H (-1.554, 3.395, -1.114)  0.124
C (-2.957, -1.519, 3.464)  -0.897
C (-1.808, 2.865, -2.037)  -1.397
H (1.081, 2.818, -0.713)  0.367
H (2.009, 0.639, 2.434)  0.214
O (-0.418, -1.903, -3.069)  -0.504
H (1.628, -4.640, -0.163)  0.383
C (1.892, -2.507, -0.235)  -1.711
C (1.190, 0.630, -2.662)  0.059
C (0.096, 1.229, -2.040)  -0.591
H (3.454, 1.326, 3.192)  0.460
C (-1.867, 0.609, 3.305)  0.970
S (-2.592, -5.022, -2.065)  0.915
F (-3.652, -2.298, -4.818)  -0.256
H (-3.610, -2.207, 3.991)  0.377
C (3.694, -4.177, 0.028)  -0.716
F (-3.994, -3.924, -0.126)  -0.219
C (-1.585, 1.979, 3.877)  -1.437
C (-1.297, 0.190, 2.088)  0.837
H (4.011, -5.211, 0.110)  0.397
O (-3.791, -5.100, -2.875)  -0.686
C (0.051, 1.385, 0.261)  0.167
C (-2.703, -0.262, 3.990)  -0.701
H (3.291, 1.250, 1.430)  0.240
Ag (-0.239, -1.896, -0.115)  -0.289
H (-2.304, 3.568, -2.709)  0.454
H (0.305, 4.890, 0.412)  0.429
C (0.953, 2.107, -4.550)  -0.706
H (3.008, 3.361, 4.227)  0.349
C (-2.360, -1.890, 2.261)  0.488
H (1.659, -0.213, -2.171)  0.228
N (-0.418, 1.182, 1.520)  0.585
F (-3.956, -6.078, -0.142)  -0.258
C (4.270, -1.843, -0.037)  -0.875
C (0.912, 4.572, 1.253)  -0.546